No. 1
{"formula": "C60H44F3N2O19", "method": "ωB97M-V/def2-TZVPD", "species": ["O", "C", "C", "C", "C", "N", "C", "N", "C", "F", "F", "F", "H", "H", "H", "H", "H", "H", "H", "H", "C", "C", "C", "O", "C", "C", "C", "O", "H", "H", "H", "H", "C", "C", "C", "O", "C", "C", "C", "O", "H", "H", "H", "H", "C", "C", "C", "O", "C", "C", "C", "O", "H", "H", "H", "H", "C", "C", "C", "O", "C", "C", "C", "O", "H", "H", "H", "H", "C", "C", "C", "O", "C", "C", "C", "O", "H", "H", "H", "H", "C", "C", "C", "O", "C", "C", "C", "O", "H", "H", "H", "H", "C", "C", "C", "O", "C", "C", "C", "O", "H", "H", "H", "H", "C", "C", "C", "O", "C", "C", "C", "O", "H", "H", "H", "H", "C", "C", "C", "O", "C", "C", "C", "O", "H", "H", "H", "H"], "positions_angstrom": [[5.412, 4.734, 4.655], [5.140, 6.069, 4.170], [4.159, 6.728, 5.218], [2.698, 6.607, 4.616], [2.152, 5.398, 4.076], [0.850, 5.716, 3.613], [0.667, 7.039, 3.870], [1.734, 7.637, 4.477], [6.520, 6.815, 3.992], [7.572, 6.021, 4.352], [6.589, 8.048, 4.573], [6.679, 7.033, 2.621], [5.059, 4.077, 4.032], [4.633, 5.930, 3.176], [4.144, 6.197, 6.207], [4.315, 7.822, 5.391], [2.615, 4.394, 4.006], [0.189, 5.075, 3.145], [-0.313, 7.467, 3.562], [1.822, 8.617, 4.740], [-1.118, 3.988, 5.750], [-1.107, 3.427, 6.956], [-1.828, 2.156, 7.213], [-1.821, 1.642, 8.310], [-2.554, 1.543, 6.076], [-2.560, 2.112, 4.871], [-1.843, 3.376, 4.620], [-1.840, 3.905, 3.517], [-0.602, 4.915, 5.539], [-0.579, 3.863, 7.795], [-3.073, 0.616, 6.279], [-3.085, 1.679, 4.032], [-5.162, -1.900, 2.226], [-4.191, -1.019, 2.455], [-3.151, -1.271, 3.475], [-2.265, -0.465, 3.688], [-3.229, -2.540, 4.231], [-4.200, -3.423, 4.003], [-5.242, -3.170, 2.981], [-6.125, -3.974, 2.771], [-5.932, -1.731, 1.484], [-4.118, -0.086, 1.913], [-2.458, -2.708, 4.973], [-4.272, -4.356, 4.547], [1.950, -1.248, -0.098], [0.628, -1.424, -0.137], [-0.228, -1.078, 1.018], [-1.436, -1.238, 0.983], [0.439, -0.526, 2.222], [1.759, -0.350, 2.261], [2.616, -0.697, 1.104], [3.820, -0.533, 1.142], [2.591, -1.497, -0.935], [0.125, -1.825, -1.008], [-0.201, -0.277, 3.057], [2.263, 0.051, 3.133], [0.530, 1.512, -3.633], [-0.265, 2.403, -4.219], [-1.472, 1.981, -4.963], [-2.199, 2.795, -5.497], [-1.761, 0.532, -5.030], [-0.965, -0.359, -4.446], [0.239, 0.063, -3.700], [0.963, -0.749, -3.158], [1.417, 1.801, -3.083], [-0.069, 3.468, -4.180], [-2.648, 0.241, -5.577], [-1.160, -1.423, -4.485], [4.800, -4.280, -2.851], [5.084, -4.626, -4.106], [4.203, -4.227, -5.229], [4.463, -4.546, -6.373], [3.000, -3.431, -4.905], [2.717, -3.085, -3.650], [3.596, -3.482, -2.528], [3.336, -3.163, -1.381], [5.431, -4.562, -2.017], [5.961, -5.209, -4.363], [2.369, -3.149, -5.739], [1.843, -2.503, -3.391], [-3.961, 2.594, -2.721], [-4.906, 3.414, -2.261], [-5.437, 3.281, -0.885], [-6.298, 4.027, -0.464], [-4.877, 2.203, -0.040], [-3.934, 1.384, -0.499], [-3.402, 1.516, -1.874], [-2.538, 0.758, -2.274], [-3.565, 2.678, -3.723], [-5.326, 4.208, -2.866], [-5.275, 2.120, 0.964], [-3.513, 0.590, 0.105], [6.317, -5.777, -8.202], [6.274, -5.409, -9.482], [7.449, -5.571, -10.368], [7.413, -5.234, -11.534], [8.673, -6.161, -9.777], [8.716, -6.529, -8.498], [7.540, -6.366, -7.613], [7.577, -6.703, -6.444], [5.469, -5.666, -7.540], [5.388, -4.977, -9.930], [9.522, -6.273, -10.439], [9.602, -6.961, -8.049], [1.285, -6.499, -3.841], [1.103, -7.741, -4.285], [-0.237, -8.371, -4.275], [-0.404, -9.503, -4.677], [-1.366, -7.567, -3.753], [-1.183, -6.324, -3.309], [0.156, -5.694, -3.319], [0.322, -4.559, -2.915], [2.257, -6.023, -3.840], [1.917, -8.342, -4.670], [-2.338, -8.043, -3.754], [-1.997, -5.723, -2.924], [-6.954, 3.251, 3.826], [-7.910, 4.123, 4.141], [-8.568, 4.095, 5.468], [-9.439, 4.887, 5.755], [-8.120, 3.062, 6.430], [-7.164, 2.190, 6.114], [-6.508, 2.218, 4.788], [-5.632, 1.423, 4.500], [-6.463, 3.256, 2.861], [-8.248, 4.885, 3.449], [-8.611, 3.056, 7.395], [-6.825, 1.428, 6.805]], "total_charge": 1, "gap_ev": 6.85}

---

No. 2
{"formula": "C4H12N3OPS", "method": "ωB97M-V/def2-TZVPD", "species": ["N", "P", "N", "O", "N", "C", "C", "C", "H", "H", "H", "H", "H", "H", "H", "H", "H", "H", "C", "S", "H", "H"], "positions_angstrom": [[1.911, -0.497, -1.649], [1.695, -0.706, 0.008], [1.489, -2.320, 0.338], [2.707, -0.047, 0.748], [0.145, -0.007, 0.341], [0.060, 1.467, 0.207], [-1.250, 2.007, -0.397], [-0.968, 2.018, 1.119], [2.762, 0.049, -1.759], [1.639, -1.240, -2.296], [2.281, -2.568, 0.894], [0.688, -2.489, 0.923], [-0.588, -0.303, -0.253], [0.893, 2.090, 0.398], [-1.909, 1.288, -0.800], [-1.172, 2.994, -0.688], [-0.810, 2.967, 1.589], [-1.422, 1.367, 1.867], [-1.944, -1.576, -0.202], [-3.424, -1.130, 0.268], [-1.142, -2.097, 0.466], [-1.642, -1.265, -1.122]], "smiles": "NP(N)(=O)NC1CC1.C=S", "gap_ev": 8.18, "relative_energy_ev": 1.473}

---

No. 3
{"formula": "C5H20N2O5", "method": "ωB97M-V/def2-TZVPD", "species": ["C", "C", "N", "C", "C", "O", "N", "C", "H", "H", "H", "H", "H", "H", "H", "H", "H", "H", "H", "H", "O", "H", "H", "O", "H", "H", "O", "H", "H", "O", "H", "H"], "positions_angstrom": [[2.232, -2.729, -0.425], [2.011, -1.697, 0.700], [1.137, -0.523, 0.469], [-0.012, -0.469, -0.435], [0.229, -0.648, -1.921], [1.334, -0.799, -2.395], [-0.865, -0.594, -2.747], [-2.173, -0.102, -2.379], [2.508, -3.698, -0.011], [2.912, -2.336, -1.153], [1.300, -2.843, -0.985], [1.541, -2.202, 1.540], [3.000, -1.314, 0.933], [1.687, 0.290, 0.238], [-0.239, 0.588, -0.352], [-0.863, -0.993, 0.005], [-0.603, -0.848, -3.684], [-3.002, -0.763, -2.655], [-2.235, 0.032, -1.313], [-2.371, 0.820, -2.904], [-1.884, 2.222, 1.252], [-1.334, 1.555, 0.843], [-1.737, 3.087, 0.851], [-1.708, -1.380, 3.995], [-0.907, -0.858, 4.057], [-1.819, -1.777, 3.130], [1.162, 2.064, 3.318], [1.376, 1.202, 2.932], [0.269, 2.164, 2.952], [-0.421, 3.429, -1.066], [-1.153, 3.241, -1.660], [-0.428, 4.354, -0.805]], "smiles": "CCNCC(=O)NC.O.O.O.O", "gap_ev": 9.26, "relative_energy_ev": 2.083}

---

No. 4
{"formula": "H7N3P2", "method": "ωB97M-V/def2-TZVPD", "species": ["N", "N", "N", "P", "P", "H", "H", "H", "H", "H", "H", "H"], "positions_angstrom": [[0.242, -1.796, 0.138], [0.354, 0.385, 0.944], [-0.939, 0.680, 0.871], [-1.367, 0.990, -0.880], [1.312, -0.794, -0.291], [0.508, 0.155, 1.933], [-1.541, 0.032, 1.404], [-2.580, 1.624, -0.523], [-2.080, -0.119, -1.004], [2.492, -0.475, 0.661], [1.016, 0.476, -1.110], [2.176, -1.568, -1.170]], "gap_ev": [8.06, 8.48], "relative_energy_ev": 6.975}

---

No. 5
{"formula": "C3H14O3S", "method": "ωB97M-V/def2-TZVPD", "species": ["C", "C", "S", "C", "H", "H", "H", "H", "H", "H", "H", "H", "O", "H", "H", "O", "H", "H", "O", "H", "H"], "positions_angstrom": [[-0.793, 0.667, 0.360], [0.183, -0.394, -0.167], [1.750, -0.111, 0.673], [1.636, -1.512, 1.872], [-1.711, 0.604, -0.185], [-0.452, 1.647, -0.023], [-1.025, 0.498, 1.420], [0.165, -0.344, -1.296], [-0.200, -1.360, 0.114], [0.716, -1.466, 2.456], [1.639, -2.560, 1.375], [2.483, -1.562, 2.547], [6.320, -0.153, 0.968], [5.692, -0.106, 0.233], [7.118, -0.368, 0.465], [-4.144, 1.513, -0.610], [-3.708, 0.960, 0.086], [-4.001, 2.440, -0.407], [-3.852, 0.783, -3.555], [-3.968, -0.157, -3.712], [-3.847, 0.981, -2.615]], "smiles": "CCSC.O.O.O", "gap_ev": 9.22, "relative_energy_ev": 1.098}

---

No. 6
{"formula": "C26H39F8N4O4", "method": "ωB97M-V/def2-TZVPD", "species": ["C", "C", "C", "C", "C", "C", "C", "C", "C", "C", "C", "C", "O", "C", "C", "O", "C", "C", "N", "C", "N", "C", "N", "C", "F", "F", "C", "F", "F", "F", "N", "C", "C", "O", "C", "C", "F", "F", "F", "C", "C", "H", "H", "H", "H", "H", "H", "H", "H", "H", "H", "H", "H", "H", "H", "H", "H", "H", "H", "H", "H", "H", "H", "H", "H", "H", "H", "H", "H", "H", "H", "H", "H", "H", "H", "H", "H", "H", "O", "H", "H"], "positions_angstrom": [[7.566, -1.089, 1.330], [6.358, -1.497, 0.475], [6.825, -1.785, -0.951], [5.829, -2.833, 1.032], [5.167, -0.511, 0.538], [5.391, 1.011, 0.431], [6.390, 1.403, -0.648], [5.861, 1.646, 1.765], [4.017, 1.636, 0.135], [3.757, 2.479, -0.954], [2.484, 3.048, -1.168], [1.434, 2.787, -0.278], [0.236, 3.402, -0.545], [-0.901, 2.866, 0.096], [-2.082, 3.517, -0.591], [-3.345, 3.154, -0.052], [-3.542, 1.778, 0.114], [-5.048, 1.479, 0.020], [-5.387, 0.864, -1.258], [-6.003, -0.263, -1.558], [-6.176, -0.640, -2.846], [-6.796, -1.783, -2.798], [-7.051, -2.163, -1.544], [-7.722, -3.382, -1.152], [-7.659, -4.187, -2.201], [-7.093, -3.951, -0.137], [-9.233, -3.141, -0.807], [-9.922, -3.150, -1.925], [-9.664, -4.073, -0.008], [-9.386, -1.960, -0.238], [-6.541, -1.170, -0.716], [-6.637, -1.284, 0.723], [-5.343, -1.826, 1.364], [-4.539, -2.354, 0.329], [-3.351, -2.963, 0.777], [-2.176, -2.008, 0.728], [-1.043, -2.691, 0.826], [-2.149, -1.320, -0.411], [-2.206, -1.121, 1.727], [1.668, 1.945, 0.807], [2.943, 1.378, 1.006], [8.289, -0.486, 0.790], [8.093, -1.990, 1.641], [7.278, -0.586, 2.247], [7.331, -0.946, -1.415], [7.555, -2.594, -0.907], [6.004, -2.141, -1.568], [5.400, -2.679, 2.021], [6.645, -3.540, 1.157], [5.101, -3.278, 0.358], [4.636, -0.735, 1.460], [4.486, -0.790, -0.268], [6.380, 2.474, -0.823], [6.186, 0.915, -1.600], [7.402, 1.141, -0.352], [5.361, 1.150, 2.596], [5.541, 2.684, 1.788], [6.933, 1.567, 1.893], [4.526, 2.722, -1.669], [2.291, 3.695, -2.010], [-0.886, 1.782, -0.038], [-0.892, 3.066, 1.170], [-2.025, 3.313, -1.662], [-1.988, 4.590, -0.460], [-3.029, 1.179, -0.638], [-3.169, 1.442, 1.082], [-5.544, 2.445, 0.059], [-5.333, 0.885, 0.875], [-5.107, 1.390, -2.072], [-7.067, -2.314, -3.693], [-7.453, -1.930, 1.006], [-6.874, -0.312, 1.138], [-5.605, -2.620, 2.065], [-4.821, -1.056, 1.932], [-3.434, -3.321, 1.801], [-3.112, -3.793, 0.122], [0.892, 1.717, 1.523], [3.094, 0.732, 1.856], [7.172, 4.652, -1.069], [6.861, 5.542, -1.259], [7.947, 4.780, -0.513]], "total_charge": 1, "gap_ev": 6.79}

---

> Number 6 is which compound?

C26H39F8N4O4

---

> Number 3 is which compound?

C5H20N2O5